This record from OMol25 describes 2 unconnected molecules or ions with the total composition H4S4. The level of theory is ωB97M-V with the def2-TZVPD basis set.

Structure (XYZ):
```
8
Properties=species:S:1:pos:R:3:mulliken_charge:R:1
S 0.88805 0.68898 2.64303 -0.16
S 0.20074 -1.00572 1.72763 -0.17
H -0.25713 1.36523 2.87486 0.17
H -0.13109 -1.76963 2.79010 0.17
S 0.18095 0.61173 -1.55799 -0.12
S -0.41806 0.39418 -3.57538 -0.21
H -0.94179 0.23924 -0.90744 0.17
H 0.47835 -0.52398 -3.99480 0.16
```

Results
calculated total energy: -43405.4682 eV
structure (SMILES): SS.SS
net charge: 0
E_LUMO: 0.2173 eV